Entry 1:
Molecular formula: C20H28Cl2N5NaO3PS3
Method: DFT, the ωB97M-V functional and the def2-TZVPD basis

## Properties
- Orbital gap (spin up / spin down): 3.38 / 5.17 eV
- Total charge: -2
- Multiplicity: 2

Each line ends with the Mulliken charge.
Geometry (Å):
Na: -0.63 1.08 -1.20  0.6235
Cl: 0.46 3.40 -3.37  -0.1526
C: 0.96 1.91 -4.13  -0.1627
Cl: 1.81 0.89 -2.97  -0.0539
H: 1.63 2.16 -4.95  0.3406
H: 0.06 1.38 -4.45  -0.0471
N: -4.60 2.75 -1.12  -0.2631
C: -4.42 3.27 -2.41  -0.7890
C: -3.08 3.28 -2.64  -0.4021
N: -2.39 2.73 -1.61  0.0493
C: -3.31 2.38 -0.69  0.1267
C: -3.08 1.82 0.55  -0.2544
N: -1.90 1.39 1.06  0.2067
C: -2.19 0.94 2.31  -0.5267
C: -3.51 1.06 2.60  -0.9242
N: -4.11 1.69 1.50  -0.1995
H: -5.38 2.13 -0.93  0.2089
H: -5.26 3.64 -2.97  0.4201
H: -2.56 3.68 -3.49  0.3488
H: -1.41 0.56 2.94  0.4328
H: -4.08 0.82 3.48  0.4355
H: -5.05 1.46 1.21  0.2243
C: 4.85 -2.31 5.21  -0.9469
C: 4.42 -0.94 4.68  -0.4039
O: 3.38 -1.04 3.76  -0.2765
P: 3.71 -1.23 2.09  0.2716
S: 1.84 -0.62 1.41  -0.1023
S: 2.88 -1.08 -0.34  -0.6535
O: 3.57 -2.89 2.20  -0.3256
C: 3.62 -3.77 1.10  -0.5054
C: 2.23 -4.23 0.66  -0.6704
H: 5.55 -2.21 6.04  0.4044
H: 5.31 -2.87 4.40  0.1879
H: 3.96 -2.85 5.54  0.2452
H: 5.29 -0.43 4.23  0.3458
H: 4.06 -0.31 5.51  0.2724
H: 4.21 -4.63 1.44  0.3411
H: 4.11 -3.29 0.25  0.3293
H: 1.61 -4.48 1.52  0.2505
H: 2.34 -5.11 0.03  0.3908
H: 1.75 -3.44 0.09  0.0081
C: -0.49 3.94 1.43  -1.0564
S: 0.41 2.34 1.21  1.1058
C: 2.01 3.02 1.89  -1.1533
O: 0.68 2.28 -0.23  -0.6831
H: -0.89 3.97 2.44  0.3329
H: -1.30 3.92 0.71  0.1272
H: 0.17 4.77 1.25  0.4180
H: 1.86 3.31 2.93  0.3609
H: 2.34 3.86 1.28  0.3279
H: 2.73 2.21 1.82  0.2572
N: -2.96 -5.49 -4.98  -0.6657
C: -2.65 -4.48 -4.49  0.1574
C: -2.27 -3.26 -3.93  0.6245
C: -1.60 -3.21 -2.70  -0.8472
C: -1.19 -1.99 -2.19  -0.0652
C: -1.39 -0.73 -2.82  -0.3611
C: -2.10 -0.87 -4.04  -0.2491
C: -2.53 -2.06 -4.59  -0.7710
H: -1.41 -4.13 -2.17  0.3922
H: -0.67 -2.01 -1.24  0.3101
H: -2.34 0.04 -4.60  0.2826
H: -3.06 -2.09 -5.54  0.3511

Entry 2:
Molecular formula: C20H28Cl2N5O2Ru
Method: DFT, the ωB97M-V functional and the def2-TZVPD basis

## Properties
- Orbital gap (spin up / spin down): 3.11 / 3.11 eV
- Total charge: +3

Each line ends with the Mulliken charge.
Geometry (Å):
Ru: 0.02 0.25 0.35  0.0423
N: 0.64 -0.12 2.34  -0.3035
C: 2.10 0.15 2.43  -0.6674
C: 2.76 -0.52 1.24  -0.8511
N: 1.98 -0.31 -0.02  0.4834
C: 2.54 0.80 -0.84  -0.6473
C: 2.30 2.13 -0.14  -0.8817
N: 0.85 2.24 0.19  -0.3242
C: 1.93 -1.58 -0.80  -0.5605
C: 0.91 -2.52 -0.17  -0.7290
N: -0.40 -1.81 -0.06  -0.4269
H: 0.15 0.43 3.03  0.2893
H: 0.48 -1.09 2.59  0.2197
H: 2.52 -0.22 3.36  0.4701
H: 2.23 1.23 2.42  0.3274
H: 2.83 -1.59 1.43  0.4089
H: 3.79 -0.17 1.11  0.3614
H: 2.03 0.78 -1.80  0.3781
H: 3.61 0.65 -1.02  0.4299
H: 2.62 2.95 -0.79  0.5126
H: 2.88 2.21 0.77  0.2755
H: 0.38 2.64 -0.62  0.3105
H: 0.72 2.93 0.93  0.2096
H: 2.91 -2.05 -0.86  0.3505
H: 1.62 -1.33 -1.82  0.3586
H: 1.22 -2.81 0.83  0.3227
H: 0.83 -3.43 -0.76  0.5124
H: -1.02 -2.36 0.52  0.2237
H: -0.83 -1.80 -0.99  0.2957
Cl: -4.58 3.98 2.01  -0.1143
C: -5.23 2.56 2.70  0.5569
C: -5.73 2.56 3.98  -0.6263
C: -6.26 1.38 4.50  -0.4631
C: -6.27 0.19 3.77  -0.6241
C: -5.80 0.17 2.48  0.6764
Cl: -5.64 -1.34 1.68  -0.0682
C: -5.32 1.38 1.89  -0.2101
N: -4.83 1.49 0.61  0.2746
C: -5.27 0.95 -0.51  0.7294
C: -6.59 0.37 -0.58  -0.3617
C: -7.01 -0.16 -1.75  -0.9315
C: -6.16 -0.12 -2.88  -0.5057
C: -4.91 0.50 -2.86  -0.8631
C: -4.43 1.08 -1.70  0.9538
C: -3.16 1.86 -1.70  -1.6948
C: -2.01 1.22 -0.90  1.8088
O: -2.04 1.25 0.36  -0.9478
O: -1.04 0.74 -1.53  -0.6466
H: -5.71 3.47 4.57  0.4875
H: -6.66 1.39 5.50  0.4482
H: -6.62 -0.72 4.22  0.4963
H: -4.00 2.10 0.54  0.1651
H: -7.24 0.44 0.27  0.6640
H: -8.01 -0.57 -1.84  0.4767
H: -6.52 -0.52 -3.82  0.4519
H: -4.33 0.57 -3.77  0.5143
H: -3.33 2.86 -1.28  0.4905
H: -2.83 2.00 -2.73  0.4720

Entry 3:
Molecular formula: C20H28Cl30NO5PS
Method: DFT, the ωB97M-V functional and the def2-TZVPD basis

## Properties
- Orbital gap (spin up / spin down): 7.22 / 7.22 eV
- Total charge: -1
- Multiplicity: 2

Each line ends with the Mulliken charge.
Geometry (Å):
C: -3.38 -0.93 2.50  -1.7562
C: -2.44 -0.36 1.39  2.0939
C: -3.00 -0.85 0.07  -1.6088
C: -1.03 -0.96 1.67  -3.2739
C: 0.21 -0.13 1.32  2.6598
C: 1.42 -0.45 2.27  -0.4458
O: 2.37 0.34 2.15  -0.7838
O: 1.29 -1.42 3.04  -0.8231
P: 0.89 -0.53 -0.35  0.5991
O: 1.70 0.73 -0.91  -0.2088
O: -0.28 -0.87 -1.39  0.0228
S: 2.04 -2.09 -0.24  -0.3371
C: -0.03 1.40 1.44  -2.9674
C: -1.32 1.76 2.15  2.1474
C: -1.28 1.47 3.65  -2.0880
C: -1.50 3.28 2.02  -2.0193
N: -2.48 1.12 1.48  0.7845
O: -2.90 1.73 0.43  -0.6942
H: -3.58 -0.17 3.24  0.3822
H: -2.93 -1.79 2.99  0.3470
H: -4.31 -1.27 2.08  0.4355
H: -4.08 -0.73 0.06  0.6866
H: -2.62 -0.32 -0.79  0.2367
H: -2.82 -1.92 -0.03  -0.0654
H: -0.94 -1.95 1.24  0.9260
H: -0.94 -1.12 2.74  0.6883
H: 1.96 1.26 -0.13  0.3592
H: -0.60 -1.76 -1.16  -0.2419
H: -0.08 1.85 0.45  0.8559
H: 0.79 1.88 1.97  0.5661
H: -0.29 1.68 4.02  0.3883
H: -1.98 2.14 4.14  0.4260
H: -1.57 0.46 3.90  0.3364
H: -2.51 3.55 2.32  0.5135
H: -0.79 3.76 2.69  0.4398
H: -1.29 3.62 1.02  0.3866
C: -2.53 -5.43 -1.07  -0.0874
Cl: -1.56 -3.97 -1.29  -0.0121
Cl: -1.50 -6.80 -0.68  -0.0390
Cl: -3.76 -5.18 0.17  -0.1441
H: -3.03 -5.64 -2.01  0.3096
C: -2.04 -10.84 -0.79  -0.0201
Cl: -3.12 -10.41 0.54  -0.1129
Cl: -2.76 -10.42 -2.34  -0.1221
Cl: -0.47 -10.06 -0.60  -0.0821
H: -1.88 -11.91 -0.77  0.3391
C: 2.89 2.46 -4.17  0.6907
Cl: 2.04 3.24 -5.51  0.0053
Cl: 4.24 1.51 -4.77  -0.1444
Cl: 3.44 3.65 -2.98  -0.1220
H: 2.20 1.79 -3.67  -0.4368
C: -1.73 1.08 -4.64  -0.1117
Cl: -1.72 -0.51 -5.40  -0.1511
Cl: -0.33 1.29 -3.60  0.0440
Cl: -1.81 2.36 -5.86  -0.1114
H: -2.62 1.16 -4.02  0.3107
C: 3.56 -5.55 1.11  -0.1182
Cl: 4.17 -4.67 -0.31  -0.1205
Cl: 2.64 -4.50 2.17  0.0100
Cl: 2.57 -6.94 0.61  -0.1236
H: 4.41 -5.94 1.65  0.3310
C: 3.57 7.29 -3.34  0.7070
Cl: 2.25 8.27 -2.70  -0.1163
Cl: 4.14 7.94 -4.88  -0.1411
Cl: 4.90 7.18 -2.18  -0.1371
H: 3.19 6.29 -3.51  -0.3154
C: 2.39 4.18 -9.57  0.0037
Cl: 3.38 5.64 -9.69  -0.1274
Cl: 3.39 2.76 -9.26  -0.1161
Cl: 1.16 4.37 -8.32  -0.0798
H: 1.89 4.04 -10.51  0.3124
C: -1.41 5.92 -3.29  -0.0472
Cl: -2.29 6.71 -4.61  -0.1409
Cl: -0.06 4.97 -3.90  0.0676
Cl: -0.83 7.11 -2.12  -0.1251
H: -2.10 5.25 -2.79  0.2543
C: 2.79 -2.60 5.58  1.1964
Cl: 2.28 -4.29 5.73  -0.1704
Cl: 2.27 -1.68 6.99  -0.0797
Cl: 4.54 -2.49 5.37  -0.1518
H: 2.30 -2.19 4.68  -0.7462
C: -0.24 0.58 9.47  -0.0021
Cl: -0.72 0.69 7.78  -0.0337
Cl: 1.21 -0.41 9.65  -0.1116
Cl: 0.00 2.19 10.16  -0.1404
H: -1.04 0.10 10.01  0.2920

Entry 4:
Molecular formula: C20H28FFeN5O5
Method: DFT, the ωB97M-V functional and the def2-TZVPD basis

## Properties
- Orbital gap (spin up / spin down): 7.30 / 7.30 eV

Each line ends with the Mulliken charge.
Geometry (Å):
Fe: -0.92 -2.44 -0.36  0.5395
N: 0.62 -3.71 -1.00  -0.2403
C: 2.02 -3.28 -1.20  -0.6221
C: 2.72 -3.02 0.12  -0.7700
N: 2.01 -2.07 0.93  0.2197
C: 1.68 -2.29 2.30  -0.7632
C: 0.23 -1.93 2.58  -0.7443
N: -0.67 -2.69 1.71  -0.1823
H: 0.59 -4.51 -0.39  0.2671
H: 0.25 -4.05 -1.89  0.2605
H: 2.01 -2.37 -1.81  0.2222
H: 2.58 -4.05 -1.74  0.4648
H: 3.76 -2.73 -0.09  0.3351
H: 2.77 -3.96 0.68  0.3458
H: 2.11 -1.11 0.65  -0.0810
H: 2.33 -1.75 3.01  0.3901
H: 1.82 -3.36 2.51  0.3267
H: 0.06 -0.87 2.39  0.2308
H: 0.02 -2.11 3.64  0.4453
H: -1.64 -2.42 1.89  0.3840
H: -0.62 -3.68 1.92  0.2579
C: -2.31 4.68 1.40  -1.8487
C: -1.13 4.56 0.45  0.5318
C: 0.09 5.30 0.99  -0.9916
C: 1.23 5.23 0.00  -1.1098
C: 1.53 3.80 -0.35  1.1589
C: 2.79 3.42 -0.76  -0.7628
C: 3.05 2.10 -1.09  -0.0249
F: 4.29 1.78 -1.50  -0.3620
C: 2.10 1.13 -1.00  -0.7358
C: 0.81 1.48 -0.57  1.0590
C: -0.21 0.42 -0.46  1.2020
O: 0.11 -0.74 -0.79  -0.7470
C: -1.48 0.85 -0.01  0.1326
C: -1.68 2.17 0.26  -0.4439
N: -0.76 3.14 0.19  0.1890
C: 0.53 2.81 -0.24  -1.2019
C: -2.69 -0.06 0.18  -0.1759
O: -3.79 0.49 0.29  -0.7959
O: -2.45 -1.30 0.26  -0.6465
H: -2.42 5.73 1.67  0.4394
H: -2.13 4.12 2.32  0.3847
H: -3.25 4.35 0.97  0.5308
H: -1.40 5.01 -0.51  0.1329
H: 0.38 4.85 1.95  0.3249
H: -0.19 6.33 1.19  0.3868
H: 2.13 5.71 0.40  0.4567
H: 0.96 5.77 -0.91  0.3348
H: 3.58 4.16 -0.84  0.5102
H: 2.30 0.11 -1.28  0.5136
H: -2.69 2.45 0.55  0.7413
N: -1.77 -2.34 -2.22  -0.2647
C: -2.45 -3.63 -2.48  -0.6384
C: -2.60 -4.50 -1.22  0.5240
O: -3.29 -5.50 -1.31  -0.7425
O: -1.93 -4.11 -0.20  -0.5762
H: -2.46 -1.62 -2.05  0.3103
H: -1.21 -2.05 -3.02  0.2429
H: -1.86 -4.21 -3.19  0.2751
H: -3.44 -3.50 -2.93  0.4006

What did the first record say?
Molecular formula: C20H28Cl2N5NaO3PS3
Method: DFT, the ωB97M-V functional and the def2-TZVPD basis

## Properties
- Orbital gap (spin up / spin down): 3.38 / 5.17 eV
- Total charge: -2
- Multiplicity: 2

Each line ends with the Mulliken charge.
Geometry (Å):
Na: -0.63 1.08 -1.20  0.6235
Cl: 0.46 3.40 -3.37  -0.1526
C: 0.96 1.91 -4.13  -0.1627
Cl: 1.81 0.89 -2.97  -0.0539
H: 1.63 2.16 -4.95  0.3406
H: 0.06 1.38 -4.45  -0.0471
N: -4.60 2.75 -1.12  -0.2631
C: -4.42 3.27 -2.41  -0.7890
C: -3.08 3.28 -2.64  -0.4021
N: -2.39 2.73 -1.61  0.0493
C: -3.31 2.38 -0.69  0.1267
C: -3.08 1.82 0.55  -0.2544
N: -1.90 1.39 1.06  0.2067
C: -2.19 0.94 2.31  -0.5267
C: -3.51 1.06 2.60  -0.9242
N: -4.11 1.69 1.50  -0.1995
H: -5.38 2.13 -0.93  0.2089
H: -5.26 3.64 -2.97  0.4201
H: -2.56 3.68 -3.49  0.3488
H: -1.41 0.56 2.94  0.4328
H: -4.08 0.82 3.48  0.4355
H: -5.05 1.46 1.21  0.2243
C: 4.85 -2.31 5.21  -0.9469
C: 4.42 -0.94 4.68  -0.4039
O: 3.38 -1.04 3.76  -0.2765
P: 3.71 -1.23 2.09  0.2716
S: 1.84 -0.62 1.41  -0.1023
S: 2.88 -1.08 -0.34  -0.6535
O: 3.57 -2.89 2.20  -0.3256
C: 3.62 -3.77 1.10  -0.5054
C: 2.23 -4.23 0.66  -0.6704
H: 5.55 -2.21 6.04  0.4044
H: 5.31 -2.87 4.40  0.1879
H: 3.96 -2.85 5.54  0.2452
H: 5.29 -0.43 4.23  0.3458
H: 4.06 -0.31 5.51  0.2724
H: 4.21 -4.63 1.44  0.3411
H: 4.11 -3.29 0.25  0.3293
H: 1.61 -4.48 1.52  0.2505
H: 2.34 -5.11 0.03  0.3908
H: 1.75 -3.44 0.09  0.0081
C: -0.49 3.94 1.43  -1.0564
S: 0.41 2.34 1.21  1.1058
C: 2.01 3.02 1.89  -1.1533
O: 0.68 2.28 -0.23  -0.6831
H: -0.89 3.97 2.44  0.3329
H: -1.30 3.92 0.71  0.1272
H: 0.17 4.77 1.25  0.4180
H: 1.86 3.31 2.93  0.3609
H: 2.34 3.86 1.28  0.3279
H: 2.73 2.21 1.82  0.2572
N: -2.96 -5.49 -4.98  -0.6657
C: -2.65 -4.48 -4.49  0.1574
C: -2.27 -3.26 -3.93  0.6245
C: -1.60 -3.21 -2.70  -0.8472
C: -1.19 -1.99 -2.19  -0.0652
C: -1.39 -0.73 -2.82  -0.3611
C: -2.10 -0.87 -4.04  -0.2491
C: -2.53 -2.06 -4.59  -0.7710
H: -1.41 -4.13 -2.17  0.3922
H: -0.67 -2.01 -1.24  0.3101
H: -2.34 0.04 -4.60  0.2826
H: -3.06 -2.09 -5.54  0.3511